{
  "formula": "C23H32N4O4",
  "method": "ωB97M-V with the def2-TZVPD basis set",
  "elements": ["C", "O", "C", "C", "C", "O", "N", "C", "C", "C", "O", "C", "C", "C", "C", "C", "O", "N", "C", "C", "C", "C", "N", "C", "C", "C", "N", "C", "C", "C", "C", "H", "H", "H", "H", "H", "H", "H", "H", "H", "H", "H", "H", "H", "H", "H", "H", "H", "H", "H", "H", "H", "H", "H", "H", "H", "H", "H", "H", "H", "H", "H", "H"],
  "xyz": [[6.69230, 4.18644, 0.10598], [6.60805, 2.80454, 0.33357], [7.64328, 2.08144, -0.29621], [7.46750, 0.58637, -0.03466], [6.31385, 0.02022, -0.85380], [6.51961, -0.37723, -1.98820], [5.09056, -0.05459, -0.28862], [4.65055, 0.51705, 0.96097], [3.61977, 1.61971, 0.70521], [2.44093, 1.09563, -0.11700], [1.75323, 0.16122, 0.70233], [0.49138, -0.22884, 0.39201], [-0.28330, 0.26101, -0.65605], [-1.56427, -0.21909, -0.84517], [-2.11244, -1.17724, -0.00120], [-3.50067, -1.62822, -0.28334], [-3.98486, -1.60059, -1.39896], [-4.19572, -2.07176, 0.79539], [-5.58465, -2.45529, 0.69929], [-5.74535, -3.96118, 0.90932], [-6.45373, -1.67547, 1.69787], [-6.09747, -0.18610, 1.79686], [-5.88230, 0.44033, 0.52296], [-6.70425, 0.48837, -0.54379], [-6.05315, 1.20748, -1.51751], [-4.82903, 1.55456, -0.93409], [-4.74164, 1.08509, 0.29475], [-1.33003, -1.67544, 1.03812], [-0.04779, -1.21045, 1.22841], [2.96327, 0.43972, -1.40108], [3.99943, -0.62649, -1.05249], [6.61015, 4.41979, -0.96304], [5.86415, 4.64405, 0.64391], [7.63958, 4.59420, 0.48039], [8.61742, 2.41631, 0.09568], [7.63046, 2.26696, -1.38101], [8.36674, 0.08039, -0.38928], [7.35631, 0.40316, 1.03187], [5.48586, 0.94804, 1.50552], [4.18737, -0.27408, 1.56178], [3.25568, 1.99762, 1.66076], [4.10102, 2.43344, 0.16402], [1.77345, 1.93500, -0.36064], [0.09701, 1.01270, -1.32954], [-2.17010, 0.14698, -1.65928], [-3.77373, -2.04484, 1.70825], [-5.87747, -2.20208, -0.32620], [-5.16080, -4.50165, 0.16981], [-5.40273, -4.24691, 1.90232], [-6.78846, -4.24729, 0.80561], [-6.34678, -2.10979, 2.69467], [-7.49681, -1.78901, 1.39888], [-5.16488, -0.04699, 2.34875], [-6.89679, 0.33629, 2.33733], [-7.66935, 0.02297, -0.53685], [-6.40048, 1.44116, -2.50249], [-4.02296, 2.12231, -1.35412], [-1.70102, -2.45581, 1.68751], [0.56915, -1.59361, 2.02660], [2.14489, -0.02316, -1.95386], [3.42039, 1.20611, -2.02826], [4.41921, -1.06490, -1.95884], [3.52653, -1.41083, -0.45131]],
  "e_lumo_ev": 0.7,
  "e_homo_ev": -8.49,
  "energy_ev": -38521.21527,
  "gap_ha": 0.3385,
  "smiles": "COCCC(=O)N1CCC(Oc2ccc(C(=O)N[C@@H](C)CCn3cccn3)cc2)CC1",
  "e_above_lowest_kcal_mol": 63.0,
  "charge": 0
}



{
  "formula": "C23H32N4O4S",
  "method": "ωB97M-V with the def2-TZVPD basis set",
  "elements": ["C", "C", "C", "C", "O", "N", "C", "C", "C", "C", "C", "C", "N", "C", "C", "C", "C", "C", "S", "C", "O", "C", "C", "C", "O", "N", "C", "C", "C", "C", "O", "N", "H", "H", "H", "H", "H", "H", "H", "H", "H", "H", "H", "H", "H", "H", "H", "H", "H", "H", "H", "H", "H", "H", "H", "H", "H", "H", "H", "H", "H", "H", "H", "H"],
  "xyz": [[-1.27445, -4.69212, 0.50823], [-1.26748, -3.57627, -0.53379], [-1.37601, -2.18009, 0.10954], [-0.07586, -1.34538, 0.17228], [-0.10940, -0.13993, 0.04389], [1.04605, -2.03067, 0.43990], [2.33712, -1.37550, 0.56694], [3.12412, -1.44584, -0.74378], [4.47710, -0.76084, -0.57903], [5.27055, -1.39373, 0.55978], [4.48020, -1.31731, 1.86250], [3.12882, -2.00925, 1.70804], [-2.41927, -1.35772, -0.47638], [-3.40082, -0.81060, 0.46164], [-2.78607, 0.18247, 1.38939], [-2.58883, 1.50977, 1.18136], [-1.89919, 2.14212, 2.24026], [-1.57526, 1.28761, 3.23955], [-2.10874, -0.31425, 2.91211], [-2.29626, -0.72551, -1.67116], [-3.03714, 0.18898, -1.99054], [-1.28700, -1.27860, -2.66784], [-0.79077, -0.17083, -3.60493], [0.16773, 0.70889, -2.81980], [1.36509, 0.51687, -2.81541], [-0.45709, 1.69609, -2.12546], [0.13076, 2.47503, -1.15717], [1.48632, 2.49542, -0.73169], [1.49545, 3.42874, 0.25980], [2.57287, 3.93408, 1.14663], [0.25811, 3.93700, 0.40728], [-0.58356, 3.34077, -0.47807], [-2.20835, -4.68767, 1.06509], [-1.17343, -5.65990, 0.02242], [-0.45799, -4.58006, 1.21913], [-2.12521, -3.71075, -1.19500], [-0.36824, -3.65943, -1.14772], [-1.66180, -2.32113, 1.15954], [1.03105, -3.03549, 0.50091], [2.12006, -0.32638, 0.79434], [2.55598, -0.95332, -1.53461], [3.27266, -2.49299, -1.02221], [5.03746, -0.83098, -1.51248], [4.31793, 0.29752, -0.36376], [6.22749, -0.88172, 0.67680], [5.47870, -2.43967, 0.32206], [5.04331, -1.78670, 2.67175], [4.31952, -0.27036, 2.12804], [2.55921, -1.93611, 2.63711], [3.28830, -3.06917, 1.48924], [-3.84513, -1.64399, 1.01334], [-4.16666, -0.31768, -0.14156], [-2.91068, 2.02292, 0.29442], [-1.65147, 3.18768, 2.24096], [-1.05592, 1.48398, 4.15673], [-0.43017, -1.73161, -2.17626], [-1.80278, -2.04638, -3.25171], [-0.24853, -0.61375, -4.44079], [-1.63978, 0.40315, -3.97556], [-1.47035, 1.72647, -2.13632], [2.28435, 1.89920, -1.11451], [2.57405, 5.02234, 1.15103], [2.40771, 3.59350, 2.16838], [3.53543, 3.57043, 0.80020]],
  "e_lumo_ev": 0.5,
  "e_homo_ev": -8.47,
  "energy_ev": -49357.19247,
  "gap_ha": 0.3290,
  "smiles": "CC[C@@H](C(=O)NC1CCCCC1)N(Cc1cccs1)C(=O)CCC(=O)Nc1cc(C)on1",
  "e_above_lowest_kcal_mol": 51.8,
  "charge": 0
}



{
  "formula": "C23H33AlBBr48N2O2",
  "method": "ωB97M-V with the def2-TZVPD basis set",
  "elements": ["C", "C", "Al", "N", "N", "C", "C", "C", "C", "B", "O", "O", "C", "H", "H", "H", "H", "H", "H", "H", "H", "H", "H", "H", "H", "H", "H", "H", "H", "H", "C", "Br", "Br", "Br", "H", "C", "Br", "Br", "Br", "H", "C", "Br", "Br", "Br", "H", "C", "Br", "Br", "Br", "H", "C", "Br", "Br", "Br", "H", "C", "Br", "Br", "Br", "H", "C", "Br", "Br", "Br", "H", "C", "Br", "Br", "Br", "H", "C", "Br", "Br", "Br", "H", "C", "Br", "Br", "Br", "H", "C", "Br", "Br", "Br", "H", "C", "Br", "Br", "Br", "H", "C", "Br", "Br", "Br", "H", "C", "Br", "Br", "Br", "H", "C", "Br", "Br", "Br", "H", "C", "Br", "Br", "Br", "H"],
  "xyz": [[-3.83996, 3.47306, 2.03556], [-2.74027, 3.67824, 1.59792], [-0.94640, 4.11904, 0.83955], [-0.19864, 2.58590, 0.08439], [-1.12159, 5.42703, -0.49569], [-0.98107, 6.82525, -0.04697], [0.49458, 7.18879, -0.04868], [0.99022, 8.34131, 0.84538], [0.00603, 8.94913, 1.83106], [0.26961, 4.76285, 2.51562], [1.57343, 5.14971, 2.41587], [-0.17520, 4.76740, 3.85101], [-1.26075, 5.64891, 4.09016], [-4.78342, 3.34200, 2.51073], [-0.17592, 1.81458, 0.74539], [0.75032, 2.77066, -0.21542], [-2.04840, 5.32882, -0.90575], [-1.40280, 6.98243, 0.94973], [-1.52125, 7.45910, -0.74917], [0.74711, 7.43066, -1.07806], [1.03883, 6.27556, 0.17289], [1.40706, 9.12728, 0.23430], [1.82741, 7.96145, 1.42725], [-0.06088, 8.36267, 2.74055], [0.35177, 9.94228, 2.13169], [-0.98493, 9.07422, 1.41277], [1.88209, 5.41984, 3.30792], [-0.91664, 6.61844, 4.45018], [-1.85507, 5.79821, 3.18843], [-1.92371, 5.22484, 4.84111], [2.85114, -0.41529, 1.81515], [2.45984, 1.42935, 2.08596], [1.39083, -1.55013, 2.34513], [3.34814, -0.77195, -0.00783], [3.69703, -0.67147, 2.43493], [4.07783, 5.30373, -1.88429], [3.65477, 7.16560, -1.66332], [2.67742, 4.18195, -1.22881], [4.47764, 4.89175, -3.72054], [4.96481, 5.10427, -1.30303], [-0.01525, 4.35228, -4.33193], [-0.45167, 6.21632, -4.23337], [-1.40605, 3.23986, -3.64383], [0.43513, 3.85565, -6.14248], [0.86331, 4.19159, -3.72361], [-0.79226, -0.42334, -5.27130], [0.10332, 0.01110, -6.91322], [-1.69124, -2.11913, -5.39714], [0.39446, -0.39992, -3.77500], [-1.53940, 0.33831, -5.09890], [-1.25696, -5.00395, 2.83554], [-2.96600, -5.66664, 2.24291], [-0.00797, -4.95095, 1.38604], [-1.43379, -3.31245, 3.72071], [-0.88069, -5.70862, 3.56145], [-6.23752, -7.91127, 3.00521], [-5.35091, -9.48808, 2.35550], [-7.45566, -7.21138, 1.70384], [-7.09605, -8.23391, 4.68922], [-5.47421, -7.16529, 3.17052], [-4.21604, -13.39081, 1.79208], [-5.13077, -14.89066, 2.56567], [-2.33094, -13.44595, 2.12416], [-4.58692, -13.25565, -0.09053], [-4.59861, -12.49973, 2.26705], [5.66519, -1.74955, -3.13609], [6.24094, -0.25476, -4.19051], [3.90919, -2.32847, -3.64093], [6.91180, -3.20884, -3.19696], [5.62577, -1.42070, -2.10757], [-4.65128, 8.21756, 4.41745], [-3.17718, 9.35707, 4.89406], [-4.42343, 7.48803, 2.66602], [-4.91283, 6.83644, 5.72658], [-5.54027, 8.82853, 4.41147], [1.91578, -2.22391, 6.11753], [3.66826, -1.46229, 6.30184], [1.92172, -4.09705, 6.54961], [0.61806, -1.26103, 7.14645], [1.63397, -2.13008, 5.07993], [4.50015, 5.96556, -7.74236], [6.25498, 6.75012, -7.69853], [4.54899, 4.12235, -7.19425], [3.23929, 6.99183, -6.73143], [4.17073, 5.97741, -8.76955], [-1.85273, -6.13931, -1.34941], [-1.45350, -4.59061, -2.39937], [-3.58592, -6.86194, -1.76633], [-0.49179, -7.48373, -1.49745], [-1.88274, -5.83331, -0.31650], [4.97658, -6.28113, -1.52641], [3.80997, -7.71034, -0.99628], [4.51607, -4.63944, -0.66125], [6.82252, -6.73562, -1.24314], [4.84428, -6.13218, -2.58791], [2.64572, 12.89804, 0.11721], [3.28186, 11.15759, -0.36875], [1.63270, 13.69593, -1.30729], [1.64411, 12.85816, 1.75143], [3.50919, 13.52256, 0.28500], [-1.05951, -12.29778, -2.10800], [-0.35981, -11.60924, -3.75688], [0.30510, -13.15230, -1.06261], [-1.96442, -10.93715, -1.10962], [-1.78544, -13.05820, -2.35689], [-3.40060, -16.46530, -1.36104], [-2.58360, -15.74392, -2.94500], [-4.25367, -18.14767, -1.71130], [-2.14544, -16.58632, 0.07912], [-4.16707, -15.76984, -1.05577]],
  "e_lumo_ev": 0.7,
  "e_homo_ev": -4.59,
  "energy_ev": -3400773.08893,
  "gap_ha": 0.1927,
  "charge": -1
}